No. 1
# C16H48BF4N4O4

A cluster of 5 separate species, C16H48BF4N4O4 in total (ωB97M-V/def2-TZVPD, the Open Molecules 2025 dataset).

```
77
Properties=species:S:1:pos:R:3:forces:R:3:lowdin_charge:R:1
F -18.012 -2.730 4.339 -0.9 -0.1 0.7 0.083
F -18.428 -2.702 2.101 -0.6 -0.6 -0.7 0.081
F -17.829 -0.780 3.112 -0.9 1.7 0.3 0.143
F -16.299 -2.368 2.948 0.4 -0.5 -0.6 0.048
O -22.857 2.177 6.458 -0.2 -0.5 0.7 -0.167
O -18.566 -8.326 1.876 -0.7 1.3 0.2 -0.182
O -11.368 -2.548 0.482 -1.1 -0.8 -0.4 -0.162
O -25.296 4.406 1.102 -0.5 0.9 1.5 -0.197
N -13.732 -4.026 -0.234 -0.1 1.3 0.4 0.234
N -20.946 -6.753 2.214 1.4 -1.1 0.2 0.241
N -25.013 2.055 -0.461 1.6 0.4 -1.4 0.235
N -21.768 -0.632 6.933 0.5 1.4 -0.7 0.255
C -21.884 1.896 7.454 0.2 0.4 -1.5 -0.188
C -14.604 -2.186 -1.631 0.7 0.8 -0.8 -0.034
C -17.698 -9.328 1.482 1.6 -1.4 -0.5 -0.115
C -19.495 -8.739 2.855 -0.1 1.0 -0.7 -0.173
C -13.294 -2.746 -1.016 -0.5 -1.1 0.0 -0.235
C -24.082 4.133 0.475 0.3 0.3 0.1 -0.206
C -20.275 -7.479 3.394 0.0 -1.5 0.0 -0.246
C -20.759 0.320 9.025 -0.1 -0.9 -0.1 -0.019
C -22.554 1.984 0.086 0.8 0.4 -0.1 -0.029
C -10.757 -1.742 1.461 0.2 0.4 0.8 -0.078
C -21.370 -7.955 4.377 0.7 1.0 0.5 -0.032
C -23.897 2.608 0.432 -0.7 -0.3 0.3 -0.273
C -12.447 -1.855 -0.079 -1.2 0.5 -1.3 -0.216
C -21.884 0.473 7.972 0.1 0.4 1.7 -0.297
C -25.437 5.820 1.495 -1.8 -0.4 -0.2 -0.038
C -24.187 2.058 6.944 -1.1 0.0 -0.3 -0.103
B -17.687 -2.125 3.126 1.7 -0.8 0.2 -1.350
H -26.385 5.933 2.021 -0.1 -0.7 0.2 0.092
H -24.729 6.245 2.207 0.7 -0.5 -0.5 0.100
H -24.233 2.215 1.391 0.3 0.4 0.3 0.152
H -22.037 -1.552 7.249 0.0 -0.3 0.4 0.175
H -22.462 0.935 0.367 -0.5 -0.1 -0.2 0.090
H -25.914 2.448 -0.228 -0.6 -0.2 0.4 0.166
H -20.732 1.016 9.864 -0.8 0.2 -0.2 0.105
H -21.162 -7.519 1.593 -1.1 0.0 -0.5 0.162
H -24.949 1.061 -0.631 -0.6 -0.7 1.0 0.169
H -21.999 2.585 8.291 -0.1 -0.2 0.3 0.149
H -22.875 0.289 8.386 0.1 -0.1 0.4 0.146
H -24.608 1.060 6.825 0.2 -0.4 -0.3 0.080
H -19.747 0.420 8.632 -0.1 -0.1 -0.6 0.098
H -9.987 -2.235 2.054 0.1 -0.5 -0.7 0.101
H -20.891 -8.469 5.210 0.1 -0.2 -0.2 0.100
H -13.022 -4.407 0.375 0.9 -0.3 -0.2 0.158
H -21.730 2.430 0.643 -0.3 0.4 0.4 0.099
H -20.269 -6.218 1.689 0.6 0.5 0.0 0.164
H -21.704 -6.144 2.488 -0.5 -0.1 0.0 0.167
H -22.166 -8.592 3.992 0.3 0.0 -0.4 0.098
H -17.215 -9.796 2.340 -0.1 -0.1 0.2 0.099
H -22.181 2.126 -0.928 -0.6 -0.1 -0.3 0.096
H -20.168 -9.453 2.381 -0.6 -0.1 0.1 0.138
H -14.179 -4.730 -0.802 0.2 -0.3 -0.4 0.165
H -16.873 -8.984 0.859 -0.2 0.8 0.2 0.096
H -14.435 -3.710 0.419 -0.7 0.2 0.4 0.156
H -25.669 6.436 0.627 0.9 0.1 -0.3 0.097
H -11.522 -1.509 2.201 0.0 0.7 0.0 0.097
H -13.139 -1.306 0.559 0.1 -0.5 1.2 0.139
H -24.802 2.344 -1.406 -0.1 0.9 -0.6 0.165
H -12.637 -3.110 -1.806 -0.1 -0.1 0.0 0.153
H -23.240 4.548 1.029 0.2 0.0 0.1 0.140
H -15.080 -2.751 -2.433 0.4 -1.0 0.3 0.086
H -19.000 -9.300 3.647 0.0 0.4 0.4 0.141
H -24.171 4.676 -0.466 0.8 -0.5 -0.7 0.143
H -20.842 -0.680 9.450 0.2 0.0 0.2 0.089
H -19.579 -6.738 3.788 -0.1 -0.3 0.4 0.159
H -22.315 -0.391 6.118 -0.8 0.2 -0.3 0.159
H -18.107 -10.125 0.861 -0.8 -0.1 0.2 0.099
H -20.839 -0.654 6.537 0.9 -0.3 0.1 0.174
H -21.808 -7.077 4.851 -0.3 0.0 -0.1 0.083
H -12.137 -1.014 -0.699 0.6 0.0 -0.5 0.141
H -24.835 2.728 6.380 0.2 0.0 -0.1 0.098
H -20.941 2.160 6.977 0.2 -0.2 0.1 0.146
H -15.438 -1.884 -0.997 0.5 0.0 0.6 0.093
H -24.379 2.268 7.996 0.7 0.4 0.2 0.102
H -10.308 -0.889 0.951 -0.1 0.3 0.4 0.103
H -14.322 -1.333 -2.250 0.1 0.5 0.4 0.094
```
Positions in Å, forces in eV/Å.

For the HOMO-LUMO gap, the calculation gives 9.37 eV. As for the energy above the lowest of the compared OMol25 structures with the same formula, charge and spin: 278.76 kJ/mol. The total charge is +3. The value obtained for the LUMO energy is -0.23162 hartree. Its spin multiplicity is 1.

No. 2
# C5H7NO

The molecule C5H7NO (ωB97M-V/def2-TZVPD, the Open Molecules 2025 dataset).

```
14
Properties=species:S:1:pos:R:3:forces:R:3:lowdin_charge:R:1
O 1.770 1.001 -0.788 -0.6 1.0 -0.6 0.025
N 0.797 -1.431 0.259 0.4 0.4 0.0 0.053
C -0.423 -1.087 -0.430 0.0 -0.1 -0.1 -0.268
C -0.548 0.385 -0.736 0.1 0.1 -0.3 -0.197
C -1.496 -0.264 0.237 0.0 0.1 0.2 -0.054
C 0.647 1.253 -0.391 0.2 0.4 -1.2 -0.295
C 1.303 -0.488 0.926 -0.6 -0.4 1.1 -0.083
H 2.333 -0.399 1.263 0.0 -0.7 0.2 0.106
H -0.712 -1.812 -1.187 0.0 0.1 0.2 0.135
H -1.389 -0.093 1.306 0.1 0.1 -0.2 0.108
H -2.523 -0.420 -0.087 0.3 0.1 0.0 0.105
H -0.933 0.704 -1.700 -0.1 -0.2 0.0 0.144
H 0.737 0.445 1.189 0.3 -0.9 0.5 0.083
H 0.437 2.206 0.138 0.0 -0.1 0.0 0.137
```
Positions in Å, forces in eV/Å.

For the HOMO-LUMO gap, the calculation gives 10.25 eV. As for the energy above the lowest of the compared OMol25 structures with the same formula, charge and spin: 338.41 kJ/mol. The total charge is 0. The value obtained for the LUMO energy is 0.03306 hartree. Its spin multiplicity is 1.

No. 3
# C10H25BN2O13S

A cluster of 7 separate species, C10H25BN2O13S in total (ωB97M-V/def2-TZVPD, the Open Molecules 2025 dataset).

```
52
Properties=species:S:1:pos:R:3:forces:R:3:lowdin_charge:R:1
S -3.053 0.203 3.314 2.4 -2.1 -4.2 1.001
O -3.659 0.036 6.157 0.1 -0.2 0.4 -0.130
O -2.842 6.205 -0.440 0.0 -0.1 0.2 -0.056
O -1.618 2.098 -1.998 0.2 -0.4 2.6 0.111
O 0.280 -4.645 -1.299 -1.7 0.2 -1.8 -0.149
O 6.322 -1.926 1.731 0.2 -0.1 0.3 -0.061
O -4.197 2.452 -0.792 -0.1 0.2 0.1 -0.047
O -2.605 -3.930 0.729 0.2 1.9 -0.5 -0.024
O 0.050 1.368 -0.267 -2.8 -0.8 0.3 0.051
O -1.539 3.262 0.206 1.9 -1.9 -1.3 0.107
O 0.807 -4.170 -0.133 1.1 -0.1 2.5 -0.058
O 1.984 -1.483 -1.968 -1.0 0.9 0.9 -0.165
O 4.099 2.671 0.360 -0.2 0.2 -0.1 -0.060
O 1.219 2.844 -3.699 -0.1 0.2 0.1 -0.051
N -1.989 0.941 2.205 0.2 -3.6 -1.9 -0.268
N -3.083 -1.380 2.654 1.9 1.1 -2.4 -0.263
C -2.001 -2.660 0.498 1.6 1.4 -1.9 -0.127
C -0.836 -3.786 -1.676 -1.0 1.7 -0.4 -0.114
C -1.047 -2.514 -0.722 -1.7 1.6 3.4 -0.008
C -0.616 0.107 -0.012 -0.5 -3.5 -0.6 -0.079
C -2.265 -1.461 1.469 0.1 2.2 1.0 -0.168
C -1.591 -0.047 1.223 -0.6 -0.6 0.5 -0.164
C 2.560 -1.149 -0.680 1.8 -0.8 1.0 -0.232
C 0.677 -0.896 -2.155 -0.4 0.4 -0.6 -0.151
C -0.347 -1.128 -0.949 -1.3 1.7 2.4 0.016
C 4.171 -0.882 -0.749 -1.0 1.0 0.5 -0.065
B -1.028 2.254 -0.694 -0.7 0.3 0.1 -0.646
H -4.891 2.886 -0.280 0.0 -0.2 -0.1 0.052
H -3.500 -0.915 6.217 -0.1 0.1 0.0 0.037
H 6.390 -2.771 2.191 0.0 0.1 -0.1 0.039
H -3.423 3.013 -0.659 -0.1 -0.1 0.0 -0.009
H 6.734 -1.296 2.336 -0.1 0.0 -0.2 0.041
H 2.443 -2.082 -0.010 -0.2 1.6 -0.9 0.117
H 0.251 -1.351 -3.127 0.6 0.5 1.6 0.137
H -2.684 5.255 -0.378 0.1 0.1 0.0 -0.002
H 0.559 -4.840 0.548 0.1 0.5 -0.7 0.131
H 4.634 -1.197 -1.744 -0.7 0.2 1.5 0.081
H 0.812 0.229 -2.383 -0.5 -1.7 0.7 0.132
H -2.428 6.563 0.355 -0.1 0.0 -0.1 0.037
H -3.245 0.392 6.953 -0.1 0.0 -0.1 0.043
H 4.214 3.379 -0.285 0.0 -0.1 0.1 0.041
H 3.141 2.587 0.447 0.1 -0.1 0.0 0.027
H 0.603 2.757 -2.961 0.0 -0.1 -0.2 0.000
H 4.308 0.270 -0.621 0.1 -2.1 -0.3 0.063
H 0.881 3.597 -4.199 0.1 -0.1 0.0 0.042
H -1.072 3.143 1.065 -0.6 0.1 -0.6 0.115
H -3.576 -3.907 0.547 1.1 0.3 0.3 0.128
H -0.661 -3.381 -2.746 -0.1 -0.8 1.7 0.131
H 2.114 -0.228 -0.173 0.2 -1.3 -0.9 0.110
H -1.820 -4.368 -1.689 1.5 0.6 0.2 0.127
H -2.287 1.368 -1.903 0.7 0.9 -0.5 0.127
H 4.637 -1.396 0.176 -0.5 0.8 -1.8 0.055
```
Positions in Å, forces in eV/Å.

For the HOMO-LUMO gap, the calculation gives 7.06 eV. The total charge is 0. The value obtained for the LUMO energy is -0.05572 hartree. Its spin multiplicity is 1.

No. 4
# C25H16Cl3CuO2P

A structure of composition C25H16Cl3CuO2P (ωB97M-V/def2-TZVPD, the Open Molecules 2025 dataset).

```
48
Properties=species:S:1:pos:R:3:forces:R:3:lowdin_charge:R:1
Cu 1.209 1.236 -1.152 0.0 -0.2 -0.5 0.234
Cl 5.510 -4.373 -1.130 0.1 -0.1 0.0 0.649
Cl 1.675 -2.316 -4.308 0.0 0.0 0.0 0.697
Cl 3.457 0.496 -0.063 0.0 0.1 0.0 0.759
P -0.475 0.757 0.153 0.2 -0.2 0.2 1.077
O 1.872 0.012 -2.534 0.1 0.0 0.2 -0.198
O 0.927 3.348 -2.080 -0.1 0.5 0.2 0.121
C -1.835 -1.591 0.878 0.0 0.0 0.0 -0.090
C -0.103 2.264 3.931 0.0 0.0 0.0 -0.077
C -3.119 1.836 0.137 0.0 0.0 0.0 -0.066
C -0.065 2.829 -1.661 0.7 -0.7 -0.5 -0.244
C -0.104 0.959 1.910 -0.1 -0.1 0.1 -0.342
C -1.795 1.889 -0.264 -0.1 0.2 -0.1 -0.308
C -1.936 -3.523 -0.546 0.0 0.0 0.0 -0.072
C 0.680 1.304 4.554 0.0 0.0 0.0 -0.080
C -2.271 3.917 -1.549 0.1 -0.1 0.0 -0.013
C -2.277 -2.881 0.638 0.0 0.0 0.0 -0.077
C -1.153 -2.878 -1.491 0.0 0.0 0.0 -0.061
C -4.016 2.803 -0.296 0.0 -0.1 0.0 -0.072
C 2.669 -0.949 -2.207 0.1 -0.1 0.0 -0.498
C 4.430 -3.075 -1.532 0.0 0.1 0.0 -0.691
C -1.353 2.926 -1.124 -0.7 0.4 0.4 -0.224
C -0.497 2.094 2.611 0.0 0.0 0.0 -0.076
C 3.597 -3.190 -2.633 0.0 0.1 0.0 -0.139
C 4.402 -1.939 -0.741 0.0 -0.1 -0.1 -0.142
C -0.708 -1.585 -1.262 0.0 0.0 0.1 -0.067
C 2.741 -2.153 -2.946 0.0 0.0 -0.1 -0.580
C 3.532 -0.926 -1.086 -0.1 0.1 -0.1 -0.533
C -3.580 3.832 -1.133 0.0 0.1 0.0 -0.073
C 1.074 0.170 3.856 0.0 0.0 0.0 -0.073
C 0.689 -0.002 2.537 0.0 0.0 0.0 -0.099
C -1.051 -0.939 -0.075 -0.1 0.0 0.1 -0.330
H 3.606 -4.081 -3.243 0.0 0.0 0.0 0.104
H -1.946 4.717 -2.200 0.0 0.0 0.0 0.121
H -4.283 4.588 -1.459 0.0 0.0 0.0 0.109
H -5.050 2.760 0.015 0.0 0.0 0.0 0.104
H -0.870 -3.380 -2.406 0.0 0.0 0.0 0.102
H 0.983 1.438 5.584 0.0 0.0 0.0 0.105
H -2.080 -1.095 1.810 0.0 0.0 0.0 0.108
H -2.883 -3.390 1.376 0.0 0.0 0.0 0.105
H 5.039 -1.848 0.126 0.0 0.0 0.0 0.104
H -0.414 3.148 4.471 0.0 0.0 0.0 0.106
H -1.114 2.844 2.132 0.0 0.0 0.0 0.105
H -3.454 1.038 0.788 0.0 0.0 0.0 0.111
H -0.078 -1.089 -1.993 0.0 0.0 0.0 0.081
H 1.007 -0.885 1.995 0.0 0.0 0.0 0.111
H -2.275 -4.534 -0.727 0.0 0.0 0.0 0.106
H 1.686 -0.581 4.336 0.0 0.0 0.0 0.108
```
Positions in Å, forces in eV/Å.

For the HOMO-LUMO gap (alpha / beta), the calculation gives 6.33 / 6.95 eV. As for the energy above the lowest of the compared OMol25 structures with the same formula, charge and spin: 71.59 kJ/mol. The total charge is 0. The value obtained for the LUMO energy (alpha / beta) is -0.01887 / -0.02034 hartree. Its spin multiplicity is 2.

No. 5
# C10H14BClCuN6

A structure of composition C10H14BClCuN6 (ωB97M-V/def2-TZVPD, the Open Molecules 2025 dataset).

```
33
Properties=species:S:1:pos:R:3:forces:R:3:lowdin_charge:R:1
Cu 1.662 0.233 0.725 1.7 -1.2 2.6 0.078
Cl 1.686 0.197 2.886 -0.4 0.4 0.8 0.074
N -0.125 -1.257 0.805 -1.2 -0.4 0.3 -0.020
N -0.708 1.511 0.754 -1.4 1.3 -0.2 0.084
N -0.092 0.008 -1.635 1.2 0.3 0.2 0.011
N -1.705 1.245 -0.128 0.2 0.5 1.2 0.050
N 1.162 0.069 -0.974 -1.0 -0.1 -5.0 -0.073
N -1.290 -1.208 0.072 0.4 -0.4 0.5 -0.033
C -2.233 3.061 1.055 0.4 -0.3 0.1 -0.017
C -2.071 -2.265 0.382 0.6 0.1 0.4 -0.073
C -0.193 -2.334 1.596 -0.8 0.8 -1.0 -0.129
C -2.662 2.162 0.074 0.5 -0.1 0.0 -0.019
C 1.467 -0.509 -3.132 -0.1 -0.2 -0.1 -0.045
C 3.660 0.223 0.769 0.8 0.5 0.3 -0.211
C -0.976 2.604 1.478 -0.7 -0.5 -1.0 -0.010
C 0.110 -0.348 -2.914 0.5 0.3 0.5 -0.074
C -1.400 -3.009 1.350 -0.2 0.1 -0.2 -0.062
C 2.084 -0.255 -1.904 -1.7 0.2 0.0 -0.104
B -1.502 -0.045 -0.949 1.3 -1.3 0.5 -0.456
H 3.830 1.012 1.519 0.2 -0.2 -0.5 -0.033
H 1.946 -0.794 -4.045 0.1 -0.1 -0.2 0.091
H 4.011 -0.727 1.213 -0.3 0.4 -0.5 0.004
H -1.733 -3.905 1.833 -0.1 -0.2 0.0 0.084
H -2.763 3.915 1.430 -0.1 0.1 0.0 0.101
H 0.593 -2.510 2.310 0.0 -0.1 0.0 0.091
H 3.115 -0.313 -1.624 0.1 0.1 -0.1 0.084
H -0.749 -0.428 -3.557 0.1 -0.1 -0.2 0.119
H -2.377 -0.293 -1.724 0.0 0.3 0.0 0.117
H -3.594 2.109 -0.476 0.3 0.1 0.0 0.137
H -0.227 2.956 2.161 -0.1 0.1 0.3 0.129
H -3.034 -2.371 -0.099 0.1 -0.2 0.1 0.117
H -0.021 0.788 0.941 -0.4 -0.1 0.4 0.008
H 4.127 0.477 -0.193 0.0 -0.2 0.4 -0.016
```
Positions in Å, forces in eV/Å.

For the HOMO-LUMO gap (alpha / beta), the calculation gives 7.57 / 8.92 eV. As for the energy above the lowest of the compared OMol25 structures with the same formula, charge and spin: 202.44 kJ/mol. The total charge is 0. The value obtained for the LUMO energy (alpha / beta) is 0.01371 / 0.00732 hartree. Its spin multiplicity is 2.

No. 6
# C5H6N2

A structure of composition C5H6N2 (ωB97M-V/def2-TZVPD, the Open Molecules 2025 dataset).

```
13
Properties=species:S:1:pos:R:3:forces:R:3:lowdin_charge:R:1
N 0.564 0.420 0.105 -0.1 0.1 -0.2 -0.032
N -0.750 -0.134 -1.637 0.2 0.0 0.1 0.109
C -0.623 1.248 -1.523 0.0 0.2 -0.1 -0.144
C 0.117 1.617 -0.431 0.0 0.1 -0.1 -0.079
C 0.384 -0.410 1.329 0.1 0.0 0.4 -0.084
C -0.012 -0.560 -0.655 -0.1 0.1 -0.1 -0.360
C 0.118 -1.634 0.400 0.0 -0.2 0.0 -0.048
H 0.453 2.589 -0.096 -0.1 -0.2 0.0 0.101
H 1.242 -0.430 2.004 -0.1 0.0 -0.1 0.108
H -0.786 -2.209 0.605 0.1 0.1 0.0 0.108
H 0.980 -2.297 0.282 -0.2 0.1 0.0 0.106
H -1.093 1.899 -2.249 0.2 -0.1 0.1 0.093
H -0.523 -0.106 1.861 0.2 -0.1 0.0 0.121
```
Positions in Å, forces in eV/Å.

For the HOMO-LUMO gap, the calculation gives 9.73 eV. As for the energy above the lowest of the compared OMol25 structures with the same formula, charge and spin: 141.26 kJ/mol. The total charge is 0. The value obtained for the LUMO energy is 0.03580 hartree. Its spin multiplicity is 1.

No. 7
# C4H9IN

A structure of composition C4H9IN (ωB97M-V/def2-TZVPD, the Open Molecules 2025 dataset).

```
15
Properties=species:S:1:pos:R:3:forces:R:3:lowdin_charge:R:1
I -2.853 0.782 -0.189 0.9 -0.6 0.5 0.944
N -0.025 -0.568 -0.966 -1.6 1.5 2.1 -0.069
C -0.580 -1.393 0.101 -0.6 3.8 0.5 -0.104
C -0.925 0.027 0.534 -0.3 1.0 -3.2 -0.547
C 1.336 -0.069 -0.921 1.1 -2.2 -2.4 -0.040
C -0.178 1.172 1.167 2.3 -3.3 2.3 -0.151
H 0.890 0.994 1.558 -1.3 -0.2 -1.2 0.125
H -0.616 1.238 2.134 -1.0 0.5 0.9 0.085
H 1.521 0.890 -1.468 -0.5 -0.7 1.0 0.134
H 1.793 -0.887 -1.537 0.6 1.0 0.2 0.122
H 0.126 -1.792 0.733 1.6 -1.6 1.0 0.115
H 1.773 -0.228 0.053 0.0 0.6 0.2 0.090
H -0.195 2.093 0.703 -0.5 1.7 -1.3 0.056
H -0.585 -0.384 -1.785 -0.1 -0.2 -0.1 0.139
H -1.483 -1.875 -0.116 -0.7 -1.3 -0.5 0.101
```
Positions in Å, forces in eV/Å.

For the HOMO-LUMO gap, the calculation gives 9.86 eV. As for the energy above the lowest of the compared OMol25 structures with the same formula, charge and spin: 256.89 kJ/mol. The total charge is +1. The value obtained for the LUMO energy is -0.14817 hartree. Its spin multiplicity is 1.

Strongest force on any atom? In order: 0.0427; 0.0260; 0.1035; 0.0221; 0.0992; 0.0073; 0.0895 hartree/bohr.